Entry from OMol25: a single CH3N3S molecule at a distorted geometry (the ωB97M-V functional and the def2-TZVPD basis).

```
8
Properties=species:S:1:pos:R:3:forces:R:3:nbo_charge:R:1
C -0.88057 -0.87280 0.00444 -0.2 0.3 5.4 -0.590
N 1.20209 -0.82312 0.03534 -1.2 -3.5 0.4 -0.040
N 1.46368 0.28852 0.07808 0.6 1.5 -0.8 0.114
N 0.75104 1.31748 0.16003 -1.2 2.9 0.0 -0.498
S -1.23873 0.76284 0.14410 0.9 0.5 -0.1 0.207
H -1.00346 -1.27292 -0.89018 -0.3 -1.9 -4.0 0.175
H -1.32319 -1.56334 0.86849 1.6 1.5 -1.7 0.222
H 1.02915 2.16332 -0.40030 -0.2 -1.4 0.7 0.408
```
Positions in Å, forces in eV/Å.

Computed properties:
LUMO energy ... 0.47 eV
Highest occupied orbital energy ... -8.70 eV
2S+1 ... 1
HOMO-LUMO gap ... 9.171 eV
Energy ... -16387.058 eV

=====

Entry from OMol25: 2 unconnected molecules or ions with the total composition CH3N4O at a distorted geometry (the ωB97M-V functional and the def2-TZVPD basis).

```
9
Properties=species:S:1:pos:R:3:forces:R:3:nbo_charge:R:1
C 0.36256 0.46784 -0.34975 -0.4 0.9 -0.2 0.492
N 0.51480 -1.58329 0.63656 0.7 -2.4 0.7 -0.383
N 0.79548 -0.58521 -0.03451 0.2 -0.8 0.9 -0.054
N -1.66190 -0.35847 0.64070 1.4 -3.5 1.5 0.331
N 0.27176 1.59568 -0.98888 -2.4 1.3 -1.0 -0.764
O -1.32245 -1.36218 1.07949 -1.2 4.1 -1.6 0.029
H 1.15460 -2.28013 1.07894 -0.4 1.1 -0.7 0.447
H -0.63805 1.64249 -1.60040 2.6 0.3 1.2 0.453
H 0.52322 2.46327 -0.46215 -0.5 -1.0 -0.7 0.449
```
Positions in Å, forces in eV/Å.

Computed properties:
LUMO energy ... -6.29 eV
Highest occupied orbital energy ... -14.16 eV
2S+1 ... 1
Net charge ... +1
HOMO-LUMO gap ... 7.872 eV
Energy ... -9079.979 eV

=====

Entry from OMol25: a molecular structure, CH3N4P at a distorted geometry (the ωB97M-V functional and the def2-TZVPD basis).

```
9
Properties=species:S:1:pos:R:3:forces:R:3:nbo_charge:R:1
C -0.43875 -1.22104 -0.23986 0.3 0.5 0.0 -0.278
N -1.67071 -1.17942 0.14459 1.0 -2.2 -0.6 -0.271
N -2.12272 0.06959 0.34882 -1.4 2.0 0.7 -0.007
N -1.31841 1.01094 0.14098 -0.5 0.5 0.5 -0.474
N 1.36444 1.17774 0.18844 3.3 -3.5 3.5 -1.121
P 0.07065 0.46521 -0.59776 0.2 -0.5 -0.8 1.127
H 0.01559 -2.14173 -0.55718 0.0 -0.2 0.1 0.224
H 1.99399 0.37078 1.02277 -2.8 3.4 -3.3 0.405
H 2.10592 1.44794 -0.45079 -0.1 0.0 0.0 0.397
```
Positions in Å, forces in eV/Å.

Computed properties:
LUMO energy ... -1.05 eV
Highest occupied orbital energy ... -9.52 eV
2S+1 ... 1
HOMO-LUMO gap ... 8.473 eV
Energy ... -16331.311 eV

=====

Entry from OMol25: a gas-phase ion, CH3N4Si (charge -1) at a distorted geometry (the ωB97M-V functional and the def2-TZVPD basis).

```
9
Properties=species:S:1:pos:R:3:forces:R:3:nbo_charge:R:1
C 0.33625 -0.00677 0.05855 1.9 1.1 -0.3 -0.221
N 2.35865 -0.61009 0.25989 0.6 -0.9 1.0 -0.183
N 1.09070 -0.99778 0.50388 1.0 -0.2 -0.4 -0.374
N 1.14369 1.02712 -0.43089 -0.5 -0.9 0.8 -0.380
N 2.42063 0.58690 -0.23655 -2.6 -0.1 -0.5 -0.154
Si -1.48635 -0.06464 0.04912 0.8 2.4 -1.5 0.863
H -2.05041 -0.94793 -0.95328 -0.2 -0.4 -0.6 -0.201
H -1.54349 1.42161 -0.45755 -1.0 -1.1 0.5 -0.159
H -2.26966 -0.40842 1.20683 -0.2 0.1 0.9 -0.190
```
Positions in Å, forces in eV/Å.

Computed properties:
LUMO energy ... 3.87 eV
Highest occupied orbital energy ... -4.92 eV
2S+1 ... 1
Net charge ... -1
HOMO-LUMO gap ... 8.794 eV
Energy ... -14923.136 eV

=====

Entry from OMol25: a single CH3N5 molecule at a distorted geometry (the ωB97M-V functional and the def2-TZVPD basis).

```
9
Properties=species:S:1:pos:R:3:forces:R:3:nbo_charge:R:1
N 1.61378 -0.04259 0.06858 0.4 -3.0 -1.2 -0.623
N 0.16320 -0.03252 -0.20916 -1.3 -0.2 0.8 -0.067
C -0.77725 0.97491 -0.06311 3.1 -0.9 -0.5 0.144
N -1.88620 0.38806 0.02339 -5.9 7.3 1.0 -0.304
N -1.86458 -0.86027 0.05777 2.8 -2.3 -1.1 -0.032
N -0.63298 -1.10550 -0.13067 4.1 -5.8 0.3 -0.102
H 2.21633 -0.76567 -0.66249 -2.9 2.6 2.3 0.392
H 1.70923 -0.54270 1.00596 -0.3 0.8 -1.6 0.377
H -0.54153 1.98629 -0.09028 0.1 1.5 0.0 0.215
```
Positions in Å, forces in eV/Å.

Computed properties:
LUMO energy ... 0.50 eV
Highest occupied orbital energy ... -10.00 eV
SMILES ... Nn1cnnn1
2S+1 ... 1
HOMO-LUMO gap ... 10.504 eV
Energy ... -8531.954 eV

=====

Entry from OMol25: a single CH3N5 molecule at a distorted geometry (the ωB97M-V functional and the def2-TZVPD basis).

```
9
Properties=species:S:1:pos:R:3:forces:R:3:nbo_charge:R:1
N 1.68805 -0.49476 0.82493 1.9 -2.8 2.5 -0.809
C 0.56856 -0.13302 0.17992 0.2 1.8 0.0 0.487
N 0.30199 1.13140 -0.16414 -2.1 -1.7 0.4 -0.376
N -1.06919 1.04612 -0.54504 1.9 -0.9 -0.2 -0.034
N -1.46980 -0.15524 -0.54565 -0.4 -0.2 0.0 -0.068
N -0.42376 -0.96977 -0.13082 -0.4 2.1 -0.2 -0.427
H 1.67621 -1.39569 1.43937 -0.2 2.3 -1.9 0.393
H 2.24339 0.21983 1.30397 -0.7 -0.2 -0.7 0.416
H -0.52189 -1.93024 0.10226 -0.4 -0.5 0.0 0.416
```
Positions in Å, forces in eV/Å.

Computed properties:
LUMO energy ... 0.43 eV
Highest occupied orbital energy ... -9.52 eV
SMILES ... Nc1nnn[nH]1
2S+1 ... 1
HOMO-LUMO gap ... 9.952 eV
Energy ... -8534.567 eV

=====

Entry from OMol25: 2 unconnected molecules or ions with the total composition CH3N5O at a distorted geometry (the ωB97M-V functional and the def2-TZVPD basis).

```
10
Properties=species:S:1:pos:R:3:forces:R:3:nbo_charge:R:1
N 3.22296 0.21948 -0.00448 0.1 0.2 0.4 -0.085
N 2.65252 -0.75532 0.73517 -0.7 -0.1 -0.4 -0.084
N 1.39044 -0.73296 0.54714 -1.0 0.9 -0.7 -0.037
N 1.13454 0.29904 -0.31307 5.2 -1.9 2.3 -0.220
N 2.32501 0.87706 -0.60089 -1.8 0.4 -1.0 -0.029
H 0.24567 0.55710 -0.61372 -1.9 0.6 -0.6 0.445
C -2.74371 -0.08167 0.02778 1.3 -2.5 2.1 0.333
O -1.77185 0.41442 -0.44779 0.3 0.6 -0.6 -0.532
H -3.74576 0.15120 -0.09244 -2.2 1.5 -1.1 0.114
H -2.70982 -0.94836 0.76231 0.7 0.5 -0.5 0.095
```
Positions in Å, forces in eV/Å.

Computed properties:
LUMO energy ... 0.05 eV
Highest occupied orbital energy ... -11.19 eV
SMILES ... n1nn[nH]n1.C=O
2S+1 ... 1
HOMO-LUMO gap ... 11.248 eV
Energy ... -10580.239 eV

=====

Entry from OMol25: a single CH3N5O2 molecule at a distorted geometry (the ωB97M-V functional and the def2-TZVPD basis).

```
11
Properties=species:S:1:pos:R:3:forces:R:3:nbo_charge:R:1
N -2.24605 -0.17196 -0.18768 0.4 -1.3 -0.2 -0.676
N -1.04393 0.53283 -0.00252 -1.2 0.4 0.4 -0.342
C 0.01373 -0.11689 -0.00918 -1.0 -0.5 -0.7 0.539
O 0.19400 -1.42340 -0.18484 0.5 -1.3 0.3 -0.351
N 1.61863 -1.63290 -0.11175 -0.3 -3.1 -0.3 0.101
N 2.20530 -0.58275 -0.02131 0.0 1.5 -0.3 0.017
N 1.27481 0.36857 0.07441 0.7 2.5 0.9 -0.014
O 1.46052 1.64717 -0.31978 1.5 1.5 1.2 -0.487
H -3.00077 0.38648 0.18026 0.1 -0.3 0.2 0.371
H -2.24826 -1.19282 0.10127 0.0 1.9 -0.2 0.357
H 1.77202 2.18567 0.48113 -0.7 -1.2 -1.4 0.486
```
Positions in Å, forces in eV/Å.

Computed properties:
LUMO energy ... 0.57 eV
Highest occupied orbital energy ... -8.24 eV
SMILES ... N/N=c1\onnn1O
2S+1 ... 1
HOMO-LUMO gap ... 8.815 eV
Energy ... -12625.454 eV

=====

Entry from OMol25: 2 unconnected molecules or ions with the total composition CH3N5O3 at a distorted geometry (the ωB97M-V functional and the def2-TZVPD basis).

```
12
Properties=species:S:1:pos:R:3:forces:R:3:nbo_charge:R:1
N -2.34194 2.40726 0.33602 0.5 -0.4 -0.4 -0.257
C -1.73743 1.48175 0.00443 -0.6 0.0 0.8 0.392
N -1.15893 0.26661 -0.21934 -0.5 -0.1 1.7 -0.102
N -0.90785 -0.59835 0.86003 0.4 0.7 0.0 -0.663
N -0.72877 0.07259 -1.42138 1.8 -2.7 -1.5 0.263
O -0.10607 -1.01549 -1.55042 -1.3 2.1 0.1 -0.450
H -1.71716 -0.91517 1.38259 0.1 0.0 -0.7 0.403
H -0.13743 -1.23808 0.65168 -0.8 0.3 -0.1 0.420
O 2.50973 0.52193 1.34830 0.2 -0.5 -1.4 -0.207
N 1.87405 0.11795 0.47052 0.8 0.0 -0.2 0.332
O 2.61959 -0.39690 -0.77059 2.5 2.2 3.9 -0.596
H 1.83221 -0.70411 -1.09183 -3.2 -1.6 -2.5 0.466
```
Positions in Å, forces in eV/Å.

Computed properties:
LUMO energy (alpha / beta) ... -0.59 / -0.59 eV
Highest occupied orbital energy (alpha / beta) ... -10.59 / -10.59 eV
SMILES ... N#CN(N)N=O.O=NO
2S+1 ... 1
HOMO-LUMO gap (alpha / beta) ... 10.000 / 10.000 eV
Energy ... -14671.120 eV

=====

Entry from OMol25: 2 unconnected molecules or ions with the total composition CH3N5O6 at a distorted geometry (the ωB97M-V functional and the def2-TZVPD basis).

```
15
Properties=species:S:1:pos:R:3:forces:R:3:nbo_charge:R:1
C -0.55313 -0.59977 0.05133 -2.6 -1.4 -0.2 0.266
N -2.40996 0.85940 -0.57369 -1.2 -0.3 1.3 -0.583
N -1.87907 -0.27435 0.03548 -1.0 -0.4 0.5 -0.286
N -0.28032 -1.98911 0.18260 1.4 -0.9 0.9 0.496
N 3.40148 1.07897 0.00723 0.1 -5.7 -0.8 0.591
N 0.42810 0.28873 -0.03844 3.3 2.1 0.3 0.420
O -1.23693 -2.70737 0.40077 -0.9 -0.2 -0.1 -0.408
O 3.14776 1.95850 -0.66850 0.4 4.6 -0.8 -0.262
O 0.09986 1.46121 -0.37781 0.2 -0.4 0.1 -0.473
O 0.87288 -2.37820 0.14930 -0.6 0.1 -0.3 -0.313
O 3.93068 0.54189 0.91255 1.2 1.9 1.2 -0.299
O 1.62385 0.02291 0.27241 -3.5 -0.5 -0.1 -0.370
H -3.02153 1.42676 0.11346 1.6 -1.2 -1.3 0.380
H -1.51123 1.24563 -0.76863 0.4 2.5 -0.7 0.396
H -2.61244 -0.93519 0.30194 1.1 -0.4 0.0 0.444
```
Positions in Å, forces in eV/Å.

Computed properties:
LUMO energy (alpha / beta) ... -2.56 / -1.11 eV
Highest occupied orbital energy (alpha / beta) ... -7.43 / -9.20 eV
2S+1 ... 1
HOMO-LUMO gap (alpha / beta) ... 4.866 / 8.091 eV
Energy ... -20807.514 eV